[1]
23
Properties=species:S:1:pos:R:3:forces:R:3:nbo_charge:R:1 method="wB97M-V/def2-TZVPD" e_tot_ha=-1257.77224 gap_ev=8.54 max_force_ev_per_a=4.3 e_lumo_ev=0.0 homo_ev=-8.49
C -2.533591 -0.750606 -0.710413 -0.9 -0.1 -1.9 -0.657
C -2.102791 -1.590369 0.499058 -0.1 -1.5 -1.3 -0.598
C 0.287956 -0.193391 0.168337 -1.0 1.4 -0.5 -0.237
C 0.365656 0.588456 1.441407 -2.2 1.1 -2.2 -0.710
C 2.139668 1.114258 -0.894495 3.7 -0.6 -0.5 -0.611
C 1.480027 -0.190299 -0.765271 0.2 0.5 1.7 0.006
O -2.247647 1.598760 0.246462 -0.6 2.0 2.4 -0.947
O -0.051281 -2.496044 -1.040212 0.0 -0.8 -2.1 -0.994
O 2.354451 -1.195470 -0.357505 1.4 -1.3 0.2 -0.730
S -1.625263 0.874346 -0.826728 1.6 -3.8 -1.4 1.153
S -0.170685 -1.911212 0.275018 -2.5 0.6 3.0 1.302
H -2.558706 -1.265741 -1.730982 1.0 0.3 1.4 0.248
H -3.633121 -0.496391 -0.684755 1.1 0.3 0.6 0.253
H -2.416521 -1.108100 1.433052 0.6 -0.1 -0.1 0.240
H -2.634343 -2.633101 0.417983 1.3 1.8 0.3 0.244
H 0.508554 -0.062396 2.218304 0.3 -1.4 2.4 0.223
H -0.657369 1.059127 1.471478 0.7 -0.1 0.9 0.257
H 1.083546 1.394615 1.451609 0.3 0.0 -0.1 0.232
H 2.550820 1.440749 0.031588 0.5 0.0 1.0 0.207
H 1.463679 1.832290 -1.124649 -2.2 2.3 -1.2 0.210
H 3.038840 1.160212 -1.618277 -1.6 -0.4 0.8 0.222
H 1.035320 -0.445394 -1.621328 -1.2 -1.1 -3.9 0.188
H 2.511453 -1.879245 -1.045953 -0.5 0.9 0.6 0.499

---

[2]
86
Properties=species:S:1:pos:R:3:forces:R:3:lowdin_charge:R:1 method="wB97M-V/def2-TZVPD" e_tot_ha=-13902.20186 gap_ev=7.08 max_force_ev_per_a=1.7 e_lumo_ev=-0.3 homo_ev=-7.40
Ca -1.101003 -0.511506 -0.914101 0.0 -0.5 0.3 1.139
N 0.520843 0.404134 -2.452652 0.5 0.2 -0.5 -0.084
C 0.111532 1.563072 -3.258214 -0.1 0.1 0.1 -0.227
C -0.938745 2.344044 -2.474221 0.1 -0.1 -0.2 -0.216
N -1.993543 1.455067 -1.979915 -0.3 0.7 0.0 -0.180
C -3.014085 1.092858 -2.968161 0.1 -0.2 -0.1 -0.217
C -2.744025 -0.256787 -3.635295 0.0 0.2 0.0 -0.234
N -2.582965 -1.292063 -2.604386 -0.4 -0.3 -0.6 -0.087
H 1.147336 -0.191189 -2.983261 0.0 0.0 0.0 0.088
H 1.072192 0.752706 -1.664938 0.1 0.0 -0.1 -0.020
H 0.945852 2.229089 -3.499677 0.0 0.0 0.0 0.120
H -0.306008 1.207518 -4.200794 0.0 0.0 0.0 0.101
H -0.459939 2.798395 -1.604562 -0.1 0.0 0.0 0.077
H -1.341196 3.148528 -3.102968 0.0 0.0 0.1 0.123
H -2.464611 1.921563 -1.200872 0.0 0.0 -0.1 -0.004
H -3.974513 1.032544 -2.451460 0.0 0.0 0.0 0.089
H -3.099135 1.858680 -3.749230 -0.1 0.0 0.0 0.125
H -3.565533 -0.471469 -4.325870 0.0 0.0 0.0 0.119
H -1.822848 -0.214184 -4.215293 0.0 -0.1 0.0 0.098
H -3.479463 -1.456310 -2.150574 0.1 0.0 0.1 0.085
H -2.308138 -2.177534 -3.018032 -0.1 0.0 -0.1 0.098
C -0.403354 3.918434 2.494567 -0.1 0.0 0.1 -0.429
Se -1.700996 3.840440 1.052855 -0.2 0.0 0.0 0.885
C -3.186532 3.164780 2.151482 0.2 0.0 -0.1 -0.555
C -4.555366 3.448683 1.565924 0.1 0.0 -0.2 -0.547
Se -4.790079 2.988103 -0.325487 0.0 0.1 -0.1 0.879
C -4.550451 4.773556 -1.092714 0.0 -0.2 0.2 -0.404
H -0.294780 2.932863 2.941265 0.1 0.0 0.0 0.019
H -0.734440 4.638826 3.238473 0.0 0.0 0.0 0.021
H 0.544488 4.233956 2.067389 0.0 0.0 0.0 0.009
H -3.094606 3.654851 3.122055 0.0 0.0 0.0 0.070
H -3.028468 2.096253 2.278113 -0.1 0.0 0.0 -0.011
H -4.815267 4.503709 1.642886 0.0 0.0 0.0 0.063
H -5.299827 2.856015 2.094572 0.0 0.1 0.0 0.062
H -5.286187 5.452870 -0.669726 0.0 0.0 0.0 0.019
H -4.713473 4.681836 -2.164385 0.0 0.0 0.0 0.014
H -3.543400 5.127663 -0.894180 0.0 0.1 0.0 -0.015
F 5.458836 0.209853 2.363502 0.1 0.0 0.0 0.110
C 5.428033 0.778977 1.155280 -0.1 -0.1 -0.2 -0.216
C 4.349520 0.574881 0.312975 -0.3 -0.1 0.0 -0.133
C 4.435090 1.148801 -0.941280 0.0 -0.1 0.2 -0.228
F 3.416690 0.947112 -1.813944 0.1 0.1 -0.1 0.045
C 5.509922 1.905829 -1.364522 0.0 0.0 0.0 -0.141
F 5.544649 2.432623 -2.588759 0.0 0.0 0.0 0.124
C 6.562790 2.104268 -0.487955 -0.1 -0.1 0.0 -0.133
F 7.607117 2.834104 -0.858440 0.1 0.0 0.0 0.140
C 6.525216 1.532477 0.772855 0.0 0.0 0.1 -0.134
F 7.553414 1.703455 1.602087 0.0 0.0 0.0 0.131
Ge 2.646174 -0.479110 0.685630 0.1 -0.4 0.2 0.908
S 1.299461 1.380617 0.660740 0.6 -0.2 0.0 0.762
C 3.047653 -2.005599 -0.589502 -0.2 0.3 0.3 -0.077
C 2.208419 -2.636029 -1.489931 0.3 -0.1 0.1 -0.204
F 0.919911 -2.271767 -1.638338 -0.2 0.1 -0.1 0.048
C 2.613607 -3.694827 -2.285602 -0.1 0.0 0.0 -0.137
F 1.754517 -4.251660 -3.141220 0.0 0.0 0.0 0.126
C 3.906411 -4.172147 -2.193059 0.0 0.1 0.1 -0.131
F 4.308170 -5.174974 -2.959790 0.0 -0.1 0.0 0.147
C 4.766918 -3.601451 -1.272079 0.0 0.0 0.0 -0.134
F 6.003828 -4.070416 -1.139059 0.0 0.0 0.0 0.137
C 4.319481 -2.556779 -0.483455 -0.1 -0.1 0.0 -0.219
F 5.160117 -2.126450 0.466679 0.1 0.1 0.0 0.106
C 2.753342 -1.229953 2.512634 -0.1 0.2 -0.3 -0.096
C 2.956250 -0.389238 3.593749 0.0 -0.2 -0.2 -0.234
F 3.045960 0.928000 3.381195 0.1 0.1 0.2 0.082
C 3.078665 -0.867181 4.883556 0.0 0.0 0.0 -0.135
F 3.296120 -0.041963 5.905490 0.0 0.0 0.0 0.131
C 2.971544 -2.229826 5.108482 0.0 0.0 -0.1 -0.128
F 3.094104 -2.706767 6.339900 0.0 0.0 0.1 0.142
C 2.724497 -3.093016 4.055049 0.0 0.0 0.0 -0.135
F 2.598957 -4.399073 4.282477 0.0 0.0 0.0 0.130
C 2.609315 -2.581777 2.774740 0.0 0.2 0.0 -0.206
F 2.338901 -3.438809 1.783270 0.1 -0.1 0.0 0.108
F -6.109115 -5.506214 0.714203 -0.1 -0.1 0.0 0.124
C -5.433058 -4.360110 0.767149 0.0 0.2 0.0 -0.147
C -4.196221 -4.248188 0.162333 0.1 -0.1 -0.1 -0.152
F -3.671502 -5.292388 -0.485999 0.0 -0.1 0.0 0.116
C -3.511056 -3.050267 0.224252 -0.2 0.2 0.2 -0.255
F -2.306174 -2.982326 -0.392596 0.2 -0.1 0.0 0.019
C -4.006060 -1.925579 0.869159 -0.5 -0.4 0.1 -0.539
Se -3.083891 -0.304079 0.969981 -0.4 0.5 0.5 0.709
C -5.263096 -2.074809 1.470226 0.4 0.0 -0.2 -0.261
F -5.808819 -1.039200 2.107249 -0.1 0.0 0.1 0.076
C -5.967688 -3.260163 1.422697 0.0 -0.1 0.0 -0.146
F -7.167299 -3.360923 1.996304 0.0 0.0 0.0 0.123
O 0.449678 -0.930793 0.552943 1.6 -0.2 0.6 -0.568
O 0.111438 0.322857 1.180127 -0.6 0.1 0.0 -0.727

---

[3]
13
Properties=species:S:1:pos:R:3:forces:R:3:nbo_charge:R:1 method="wB97M-V/def2-TZVPD" e_tot_ha=-1275.52433 gap_ev=9.41 smiles=CSS.CS max_force_ev_per_a=1.8 e_lumo_ev=0.5 homo_ev=-8.88
C -1.908078 4.170554 -2.149200 0.7 0.4 -1.3 -0.775
S -3.497835 3.829042 -1.429274 -0.5 -0.5 0.0 0.115
S -3.895360 1.938548 -2.184528 -0.2 0.6 -0.9 -0.146
H -1.905010 4.459505 -3.212381 -0.7 -0.1 0.2 0.216
H -1.242317 3.310355 -2.152174 0.2 0.1 0.8 0.233
H -1.542158 5.078177 -1.669140 0.3 -0.3 0.5 0.233
H -3.892303 1.190451 -1.101623 0.3 -0.2 0.8 0.124
C 2.520927 -3.762024 2.198300 -0.3 -0.9 -1.1 -0.756
S 3.865940 -4.261331 3.227763 1.0 -0.4 1.4 -0.049
H 1.659939 -3.781456 2.863290 0.1 0.8 0.1 0.238
H 2.754922 -2.846862 1.666487 -0.5 0.2 0.2 0.220
H 2.237880 -4.535242 1.485111 0.3 0.0 -0.2 0.222
H 4.843447 -4.789717 2.457371 -0.6 0.3 -0.4 0.124

---

[4]
27
Properties=species:S:1:pos:R:3:forces:R:3:mulliken_spin:R:1 method="wB97M-V/def2-TZVPD" e_tot_ha=-519.98110 gap_ev="2.27 / 9.39" multiplicity=2 total_charge=-1 max_force_ev_per_a=2.5 e_lumo_ev="3.4 / 3.2" homo_ev="1.10 / -6.14"
C 3.163630 -1.654354 -0.790574 -2.0 -0.2 -0.8 0.199
C 1.263922 1.361682 0.497381 0.7 -1.1 1.1 -0.401
C 1.876028 2.363498 -0.232980 -0.3 0.3 -1.2 0.275
C 1.677190 0.028239 0.321572 -0.3 0.8 -1.9 1.184
C 2.580808 -0.251048 -0.721053 0.3 -0.9 1.8 -0.946
C 2.599731 2.035738 -1.391656 -0.5 0.7 0.5 -0.160
C 2.955679 0.734990 -1.617160 0.4 -0.8 -0.3 0.347
H 0.561565 1.529388 1.306989 -0.1 0.4 -0.2 -0.154
H 1.687634 3.422260 -0.089959 -0.3 -0.1 0.3 -0.012
H 1.137130 -0.827261 0.722392 0.2 0.3 0.7 0.090
H 2.784213 2.820006 -2.118531 0.4 0.0 0.1 -0.067
H 3.389042 -1.793428 -1.842804 0.8 -0.5 0.0 -0.005
H 2.355563 -2.387066 -0.593905 0.2 0.3 0.0 -0.106
H 3.538696 0.408413 -2.478178 0.0 0.3 0.0 0.092
H 3.928442 -1.944459 -0.080008 0.5 0.5 -0.2 -0.082
C -3.219089 -1.120436 0.692460 0.6 -0.4 1.5 0.909
C -3.309038 -1.055979 -0.796763 -0.1 0.7 -1.2 0.106
C -2.620590 0.131061 1.273547 -0.7 1.5 1.0 1.317
O -2.319689 1.117277 0.609031 0.0 -0.4 -0.5 -0.335
N -2.483462 0.299342 2.652261 -0.3 -0.6 -2.4 1.033
H -4.174268 -1.328091 1.190260 0.2 0.0 0.0 -0.466
H -2.475845 -1.827998 1.126329 -0.5 -0.5 -0.7 -0.324
H -4.115866 -0.407915 -1.172600 0.1 0.2 0.6 0.065
H -3.504295 -1.952981 -1.375510 0.4 -0.6 0.5 -0.324
H -2.254830 1.277926 2.696180 0.3 0.1 1.5 -0.482
H -2.624550 -0.405794 3.361734 0.1 0.3 0.1 -0.764
H -2.397749 -0.573008 -1.148456 0.1 -0.2 -0.3 0.010

---

[5]
36
Properties=species:S:1:pos:R:3:forces:R:3:mulliken_spin:R:1 method="wB97M-V/def2-TZVPD" e_tot_ha=-2353.88255 gap_ev="7.14 / 7.48" multiplicity=2 total_charge=+1 max_force_ev_per_a=0.7 e_lumo_ev="-4.0 / -3.7" homo_ev="-11.18 / -11.16"
Cr -0.389149 0.983891 0.714537 0.5 -0.3 0.2 1.126
N -4.569120 0.515272 0.983995 0.0 0.0 -0.1 -0.002
C -3.303947 0.725322 0.575776 -0.1 -0.1 0.0 0.007
S -2.254648 1.576170 1.735584 -0.2 0.1 -0.2 -0.059
N -2.929295 0.282215 -0.583614 0.2 0.2 0.2 -0.002
N -1.577908 0.545456 -0.823856 -0.2 0.0 0.0 -0.040
C -1.242642 0.543130 -2.063718 0.1 0.0 0.0 0.001
C 0.087774 0.837665 -2.537996 -0.2 0.0 -0.1 0.016
C 0.360842 0.673008 -3.904586 0.0 0.0 0.0 0.000
C 1.605699 0.958635 -4.417242 0.0 0.0 0.0 -0.005
C 2.603577 1.430517 -3.563692 0.0 0.0 0.0 0.002
C 2.357155 1.612564 -2.217894 0.0 0.0 -0.1 0.002
C 1.098324 1.318435 -1.697045 0.2 0.1 0.2 -0.008
O 0.913388 1.519761 -0.373009 -0.2 0.1 -0.2 -0.016
H -4.915819 0.938295 1.824533 0.0 0.0 0.0 0.000
H -5.218853 0.084044 0.348043 0.0 0.0 0.0 0.001
H -2.022265 0.321399 -2.787952 0.0 0.0 0.0 0.000
H -0.429622 0.315947 -4.553153 0.0 0.0 0.0 0.000
H 1.806109 0.826474 -5.470839 0.0 0.0 0.0 0.000
H 3.581931 1.665491 -3.961796 0.0 0.0 0.0 0.000
H 3.119475 1.990028 -1.550699 0.0 0.0 0.0 0.001
O 0.795281 1.426547 2.355905 0.0 0.2 0.1 0.006
C 1.376750 0.375681 3.122009 0.0 0.0 0.0 -0.003
C 0.929301 -0.918168 2.501449 0.0 0.0 0.0 0.004
C 1.330606 -2.146674 2.995241 0.0 0.1 0.0 -0.001
C 0.857433 -3.294964 2.386734 0.0 -0.1 0.0 0.000
C -0.004585 -3.195852 1.302679 0.0 0.0 0.0 0.002
C -0.358104 -1.941806 0.858601 0.1 0.0 0.1 0.003
N 0.106696 -0.824812 1.448991 -0.2 0.0 -0.3 -0.026
H 1.050970 2.302094 2.661851 0.0 0.0 0.1 -0.002
H 1.032836 0.432572 4.157068 0.0 0.0 0.0 0.000
H 2.465837 0.448870 3.103961 0.0 0.0 0.0 0.000
H 1.999803 -2.198127 3.843211 0.0 0.0 0.0 0.000
H 1.157531 -4.266122 2.757032 0.0 0.0 0.0 0.000
H -0.395679 -4.072409 0.807881 0.0 0.0 0.0 0.000
H -1.025684 -1.790548 0.022012 0.0 0.0 0.0 -0.004

---

[6]
14
Properties=species:S:1:pos:R:3:forces:R:3:nbo_charge:R:1 method="wB97M-V/def2-TZVPD" e_tot_ha=-307.68378 gap_ev=11.11 smiles="CCC(=O)CO" max_force_ev_per_a=0.5 e_lumo_ev=0.8 homo_ev=-10.29
C 2.051886 -0.225084 0.185214 0.1 0.0 0.0 -0.603
C 0.731375 -0.381448 -0.560861 0.0 0.0 0.0 -0.509
C -0.456551 -0.056006 0.316625 0.0 -0.1 0.3 0.579
O -0.428000 -0.181717 1.526418 0.0 0.1 -0.5 -0.564
C -1.737810 0.433874 -0.336802 0.2 0.0 -0.2 -0.163
O -2.718367 0.696805 0.616101 0.0 -0.1 0.1 -0.710
H 2.895232 -0.522219 -0.444015 -0.1 0.0 0.1 0.213
H 2.048625 -0.840887 1.087501 0.0 0.1 -0.1 0.227
H 2.202775 0.814937 0.491502 0.0 -0.2 0.0 0.211
H 0.604572 -1.419657 -0.898934 0.0 0.1 0.1 0.236
H 0.699231 0.233420 -1.468441 0.0 0.0 0.1 0.218
H -2.071516 -0.330607 -1.057577 0.1 0.1 0.1 0.189
H -1.503801 1.336962 -0.922122 0.0 -0.1 0.1 0.189
H -2.317653 0.441629 1.465391 -0.1 0.1 0.0 0.489

---

[7]
70
Properties=species:S:1:pos:R:3:forces:R:3:mulliken_spin:R:1 method="wB97M-V/def2-TZVPD" e_tot_ha=-2893.69408 gap_ev="5.14 / 5.34" multiplicity=2 total_charge=-1 max_force_ev_per_a=2.8 e_lumo_ev="2.6 / 2.6" homo_ev="-2.57 / -2.78"
Ti -0.368576 -0.877057 0.215839 -0.1 1.7 -0.1 0.895
Cl 0.089768 0.048155 -1.978146 0.1 -0.2 -1.1 0.008
P -0.508737 -3.158701 -0.392368 0.7 2.4 1.2 0.107
C 0.652986 -3.583267 -1.753881 -0.4 -1.3 -0.2 0.015
C -0.205119 -3.999038 1.265835 0.1 -1.1 -0.6 -0.012
C -2.272054 -3.010302 -0.925588 0.0 -1.3 -0.6 -0.021
C 2.001882 -2.836941 -1.757353 -0.1 0.0 0.2 0.032
H 0.129940 -3.322878 -2.694418 0.0 -0.1 0.5 0.004
C 0.816592 -5.110523 -1.650824 0.4 -0.3 -0.5 0.004
H 1.388764 -5.356373 -0.738967 -0.2 0.0 -0.4 0.000
H 1.367278 -5.496507 -2.521264 0.0 -0.1 0.2 0.000
H -0.154873 -5.631054 -1.605602 0.4 0.2 0.0 0.000
H 1.879121 -1.790490 -2.060165 -0.1 -0.3 0.2 0.002
H 2.671952 -3.329437 -2.478298 -0.1 0.0 0.1 0.001
H 2.481578 -2.840660 -0.768773 -0.1 0.0 -0.3 -0.002
H -2.235450 -2.411551 -1.855243 0.3 -0.2 0.4 0.023
C -3.225862 -2.278385 0.047006 -0.1 0.1 0.2 0.007
C -2.702581 -4.452108 -1.263453 -0.8 0.1 -0.2 -0.001
H -2.148044 -4.826665 -2.135415 -0.1 0.1 0.3 0.000
H -3.773606 -4.504096 -1.505272 0.1 -0.1 0.0 0.001
H -2.514524 -5.123496 -0.409808 -0.1 0.2 -0.2 0.000
H -2.722720 -1.603566 0.764591 -0.3 -0.4 -0.4 -0.012
H -3.834018 -2.996464 0.615253 0.2 0.1 -0.1 -0.002
H -3.907138 -1.630941 -0.530188 0.2 -0.3 0.2 -0.008
C 1.258104 -3.717690 1.698281 -0.1 0.1 0.1 0.007
H -0.337514 -5.093153 1.137463 0.1 0.3 0.2 -0.004
C -1.171395 -3.523082 2.367073 0.0 0.2 0.0 0.008
H 2.004466 -4.089741 0.979663 -0.3 0.1 0.2 0.000
H 1.449629 -4.198947 2.672932 -0.1 0.1 -0.3 0.001
H 1.428402 -2.633855 1.834154 -0.1 -0.4 -0.2 -0.001
H -0.994446 -2.463329 2.623978 -0.1 -0.5 -0.2 0.006
H -0.981444 -4.109414 3.277519 0.0 0.0 -0.2 0.000
H -2.229612 -3.643306 2.098847 0.3 0.0 0.0 0.002
H 1.243023 -0.663801 0.137553 1.6 0.0 0.5 -0.049
H -1.596077 0.101949 -0.185803 -1.5 1.0 -0.1 -0.008
P 0.481478 3.670803 -0.361850 0.2 -2.5 0.7 0.011
C -0.886775 3.831602 -1.555021 0.1 0.3 0.2 0.000
C 0.245832 4.049857 1.432461 -0.5 0.6 -0.1 -0.003
C 2.090617 3.147697 -1.072253 -0.1 0.2 0.0 0.002
C -2.164143 2.973141 -1.439804 0.0 0.1 0.0 0.000
H -0.444073 3.610252 -2.545590 0.1 0.2 0.5 0.000
C -1.089796 5.350831 -1.406845 -0.8 0.3 -0.9 0.000
H -1.589658 5.573484 -0.448811 0.3 0.1 -0.3 0.000
H -1.719807 5.712216 -2.220798 -0.4 0.3 0.0 0.000
H -0.117690 5.874506 -1.467773 -0.7 -0.2 0.1 0.000
H -1.987818 1.949798 -1.787472 0.2 0.2 0.2 0.000
H -2.977837 3.396874 -2.048150 0.2 0.1 0.0 0.000
H -2.531425 2.900894 -0.413777 0.1 0.0 -0.1 0.001
H 1.856046 2.591130 -2.000224 -0.2 0.4 0.4 0.000
C 3.058815 2.224781 -0.277622 -0.1 0.1 -0.1 -0.003
C 2.628889 4.553308 -1.413880 1.2 -0.3 -0.3 0.000
H 2.048214 5.000281 -2.239507 0.2 -0.1 0.5 0.000
H 3.669216 4.487198 -1.743984 0.4 0.2 -0.2 0.000
H 2.585095 5.218831 -0.530078 0.1 -0.3 -0.5 0.000
H 2.525996 1.532382 0.388456 0.1 0.2 -0.3 0.004
H 3.802607 2.791102 0.299446 -0.3 0.0 0.0 0.000
H 3.632743 1.606188 -0.982598 -0.2 0.2 0.1 0.000
C -1.072763 3.491421 2.017423 0.3 -0.2 0.0 0.002
H 0.209821 5.160018 1.365871 -0.1 -0.5 0.9 0.000
C 1.414239 3.579395 2.318450 -0.3 0.0 -0.1 -0.001
H -1.966438 3.735909 1.428481 0.3 -0.1 0.0 0.001
H -1.242960 3.892210 3.030405 0.2 -0.1 -0.2 0.000
H -0.969995 2.391744 2.081166 -0.3 0.4 -0.1 0.001
H 1.303483 2.499648 2.504677 0.2 0.4 -0.1 0.001
H 1.384385 4.086529 3.291750 -0.2 -0.1 -0.1 0.000
H 2.395380 3.783022 1.887198 -0.1 -0.1 -0.1 0.000
O 0.567572 0.117764 4.076126 -0.1 -0.1 -0.4 0.005
C 0.644335 -0.118451 2.884439 -0.8 -0.1 -0.3 0.009
O -0.374076 -0.410967 2.080544 1.3 0.2 1.7 -0.028
H 1.610776 -0.098716 2.343988 -0.1 0.0 0.1 -0.002